[1]
{
  "formula": "C4H10O2",
  "method": "the ωB97M-V functional and the def2-TZVPD basis",
  "lumo_energy_ev": 0.95,
  "smiles": "COC[C@@H](C)O",
  "largest_force_ha_per_bohr": 0.00742,
  "orbital_gap_ev": 10.899,
  "charge": 0,
  "symbols": ["C", "O", "C", "C", "C", "O", "H", "H", "H", "H", "H", "H", "H", "H", "H", "H"],
  "xyz": [[-0.933, -2.392, 0.193], [-0.218, -1.277, 0.657], [-0.398, -0.156, -0.175], [0.423, 1.022, 0.377], [1.431, 1.542, -0.633], [-0.400, 2.124, 0.729], [-2.020, -2.213, 0.216], [-0.650, -2.652, -0.840], [-0.695, -3.234, 0.849], [-1.461, 0.136, -0.212], [-0.096, -0.405, -1.207], [0.956, 0.644, 1.262], [2.003, 2.371, -0.209], [0.913, 1.902, -1.529], [2.123, 0.746, -0.927], [-0.979, 1.841, 1.449]],
  "nbo_charge": [-0.25, -0.54, -0.08, 0.07, -0.62, -0.72, 0.16, 0.16, 0.19, 0.17, 0.16, 0.17, 0.22, 0.21, 0.21, 0.47]
}


[2]
{
  "formula": "C4H10O2",
  "method": "the ωB97M-V functional and the def2-TZVPD basis",
  "lumo_energy_ev": 0.90,
  "smiles": "C=C(O)COC.[H][H]",
  "largest_force_ha_per_bohr": 0.00818,
  "orbital_gap_ev": 9.598,
  "charge": 0,
  "symbols": ["C", "C", "O", "C", "O", "C", "H", "H", "H", "H", "H", "H", "H", "H", "H", "H"],
  "xyz": [[-2.426, 0.083, -0.299], [-1.239, -0.329, 0.142], [-1.076, -0.933, 1.343], [0.027, -0.232, -0.683], [1.127, -0.245, 0.202], [2.355, -0.452, -0.456], [-3.321, -0.054, 0.297], [-2.516, 0.548, -1.275], [-0.118, -0.964, 1.506], [0.095, -1.097, -1.362], [0.024, 0.683, -1.292], [2.342, -1.388, -1.035], [2.585, 0.379, -1.138], [3.130, -0.515, 0.310], [-0.114, 2.281, 1.154], [-0.829, 2.270, 0.959]],
  "nbo_charge": [-0.53, 0.31, -0.67, -0.13, -0.56, -0.24, 0.22, 0.20, 0.50, 0.18, 0.19, 0.17, 0.17, 0.20, -0.01, 0.01]
}


[3]
{
  "formula": "C4H10O2",
  "method": "the ωB97M-V functional and the def2-TZVPD basis",
  "lumo_energy_ev": 0.46,
  "largest_force_ha_per_bohr": 0.04058,
  "orbital_gap_ev": 9.414,
  "charge": 0,
  "symbols": ["C", "C", "O", "C", "C", "O", "H", "H", "H", "H", "H", "H", "H", "H", "H", "H"],
  "xyz": [[0.514, -1.772, -1.223], [0.096, -0.727, -0.185], [1.213, -0.555, 0.670], [-0.332, 0.619, -0.830], [-1.103, 1.804, 1.494], [0.011, 1.552, 2.166], [0.800, -2.704, -0.719], [-0.300, -1.991, -1.924], [1.383, -1.414, -1.787], [-0.763, -1.145, 0.371], [0.945, 0.079, 1.350], [-1.222, 0.460, -1.458], [0.500, 0.981, -1.444], [-1.717, 0.873, 1.526], [-0.578, 1.578, -0.183], [0.552, 2.362, 2.174]],
  "nbo_charge": [-0.62, 0.09, -0.73, -0.63, 0.06, -0.68, 0.22, 0.21, 0.21, 0.15, 0.48, 0.21, 0.21, 0.09, 0.21, 0.50]
}


Energy relative to the best compared isomer or geometry (same formula, charge and spin) across the listed records, respectively: 27.14 57.04 92.07 kcal/mol.